# 1
An isolated ion of composition C13H15O2 and charge -1 at a distorted geometry, computed with ωB97M-V/def2-TZVPD.

Summary:
**Structure (SMILES)**: C=C[C@@](C(=O)[O-])(c1ccccc1)C(C)C
**Kohn-Sham gap**: 7.612 eV
**LUMO level**: 0.1273 Ha
**Electronic energy**: -654.82926 Eh
**Energy above the lowest of the compared OMol25 structures with the same formula, charge and spin**: 6.0 kcal/mol
**E_HOMO**: -4.149 eV

```
! wB97M-V def2-TZVPD RIJCOSX def2/J DEFGRID3
* xyz -1 1
C 3.1121 -0.0758 -1.8379
C 2.6691 1.0640 -1.1929
C 2.2069 -1.1237 -1.9866
C 1.4212 1.1350 -0.6674
C 0.8909 -1.0513 -1.4469
C 0.4658 0.0964 -0.8405
C -1.9299 2.2523 1.3053
C -1.2725 1.7053 0.1868
C -2.1812 -0.2046 -1.2316
C -0.6955 -2.0394 0.8800
C -0.0970 -0.1154 2.3295
C -0.9738 -0.5572 1.2269
C -0.8895 0.2360 -0.1428
O -3.2682 0.1509 -0.8047
O -1.7892 -0.8139 -2.2142
H 4.1415 -0.1784 -2.1603
H 3.5079 1.8479 -1.2003
H 2.4368 -1.9532 -2.5962
H 1.0450 2.0848 -0.4650
H 0.1870 -1.8747 -1.6342
H -2.3880 3.2387 1.3622
H -2.1096 1.6012 2.1699
H -1.1053 2.3711 -0.6759
H 0.3106 -2.3082 0.9652
H -1.2771 -2.6143 1.5379
H -1.0621 -2.4401 -0.0433
H -0.4274 -0.0146 3.3727
H 0.2930 0.8285 1.9314
H 0.8652 -0.7558 2.2918
H -2.0868 -0.4917 1.5810
*
```



# 2
One molecule with the formula C3H4N4 at a distorted geometry, computed with ωB97M-V/def2-TZVPD.

Summary:
**Structure (SMILES)**: [H]/N=C\n1nccn1
**Kohn-Sham gap**: 9.999 eV
**LUMO level**: -0.0020 Ha
**Electronic energy**: -335.66192 Eh
**Energy above the lowest of the compared OMol25 structures with the same formula, charge and spin**: 69.9 kcal/mol
**E_HOMO**: -10.053 eV

```
! wB97M-V def2-TZVPD RIJCOSX def2/J DEFGRID3
* xyz 0 1
C -1.5612 -0.4951 -0.0311
C 1.6322 0.9001 0.0645
C 1.9287 -0.4845 0.1583
H -2.5462 1.2175 0.2752
H -1.5632 -1.6258 -0.3244
H 2.2292 1.7713 -0.0048
H 2.8932 -1.0806 0.3875
N -2.6325 0.2257 0.1812
N -0.2233 -0.1647 -0.1616
N 0.2315 1.0780 -0.1755
N 0.7656 -1.1112 -0.0561
*
```